Version a
Formula: C2H7NO2
Source: OMol25
Level of theory: ωB97M-V with the def2-TZVPD basis set

## Properties
HOMO-LUMO gap   10.35 eV
HOMO   -9.8 eV
LUMO   0.53 eV
Molar mass   77.08 g/mol
Structure (SMILES)   CC(N)=O.O

Structure (ORCA input):
```
! wB97M-V def2-TZVPD RIJCOSX def2/J DEFGRID3
* xyz 0 1
C -2.1738 -1.2119 0.1683
C -0.8465 -1.4253 0.9371
N -0.1092 -0.2556 0.9915
O -0.5199 -2.4692 1.4343
H -2.7646 -0.7193 0.9454
H -1.9621 -0.6239 -0.7146
H -2.6838 -2.1603 0.0254
H 0.0746 0.2129 0.1121
H 0.5166 -0.1118 1.7642
O 3.6597 2.6042 -2.0015
H 2.7333 2.8162 -2.0554
H 4.0758 3.3439 -1.6069
*
```

---

Version b
Formula: C2H7NO2
Source: OMol25
Level of theory: ωB97M-V with the def2-TZVPD basis set

## Properties
HOMO-LUMO gap   9.88 eV
HOMO   -9.1 eV
LUMO   0.80 eV
Molar mass   77.08 g/mol
Structure (SMILES)   C=O.NCO

Structure (ORCA input):
```
! wB97M-V def2-TZVPD RIJCOSX def2/J DEFGRID3
* xyz 0 1
C -2.0697 -0.0850 0.1419
O -1.4986 0.9175 0.4607
H -1.8376 -1.1201 0.6339
H -2.8710 -0.0601 -0.6006
N 1.4514 0.7270 -0.7335
C 1.1062 -0.6400 -0.5477
O 0.8583 -0.8958 0.8164
H 0.8983 1.3231 -0.1239
H 1.5105 1.1831 -1.6349
H 0.2539 -0.9342 -1.1735
H 1.9075 -1.3526 -0.8223
H 0.9454 -0.0699 1.3057
*
```

---

Stability, lowest: version b

---

Version a
Formula: C3H8N4O
Source: OMol25
Level of theory: ωB97M-V with the def2-TZVPD basis set

## Properties
HOMO-LUMO gap   8.53 eV
HOMO   -8.5 eV
LUMO   0.03 eV
Molar mass   116.12 g/mol

Structure (ORCA input):
```
! wB97M-V def2-TZVPD RIJCOSX def2/J DEFGRID3
* xyz 0 1
C -1.6588 0.2548 0.1022
C -0.1374 0.2039 -0.1617
C 0.1957 -0.9741 2.1871
H -2.3743 -0.9869 0.8117
H -2.0132 0.5108 -1.2945
H -1.7579 1.3219 1.0375
H -1.0028 0.7612 -3.0497
H 0.6194 1.2417 -3.1302
H 2.3960 0.7303 0.3669
H 2.2209 -1.1315 -0.1343
H 1.1357 -1.0107 2.7992
N 0.6173 0.3453 -1.2271
N -0.0895 0.9024 -2.3211
N 0.6157 -0.1328 1.0705
N 2.0617 -0.1870 0.7268
O -0.8284 -1.8490 2.2169
*
```

---

Version b
Formula: C3H8N4O
Source: OMol25
Level of theory: ωB97M-V with the def2-TZVPD basis set

## Properties
HOMO-LUMO gap   9.91 eV
HOMO   -9.0 eV
LUMO   0.87 eV
Molar mass   116.12 g/mol
Structure (SMILES)   [H]/N=C(\N)CNNC=O

Structure (ORCA input):
```
! wB97M-V def2-TZVPD RIJCOSX def2/J DEFGRID3
* xyz 0 1
H 2.6786 0.6848 1.8819
N 2.0462 0.0166 1.1315
C 1.3399 0.1926 -0.0910
N 0.9638 1.2236 -0.9955
C 0.7972 -1.2000 -0.3041
N -0.5381 -1.2882 -0.8125
N -1.4045 -0.8745 0.3360
C -1.7354 0.3845 0.6781
O -1.3950 1.3932 -0.0214
H -0.1184 1.3355 -1.1182
H 1.2961 2.0534 -0.7268
H 1.4230 -2.0647 -1.0552
H 0.9653 -1.5890 0.9111
H -0.8891 -0.5245 -1.5496
H -1.9196 -1.4937 0.8218
H -2.1583 0.6478 1.6908
*
```

---

Stability, lowest: version a

---

Version a
Formula: C2H5N3O2
Source: OMol25
Level of theory: ωB97M-V with the def2-TZVPD basis set

## Properties
HOMO-LUMO gap (alpha / beta)   7.99 / 8.02 eV
HOMO (alpha / beta)   -9.0 / -9.1 eV
LUMO (alpha / beta)   -0.99 / -1.09 eV
Molar mass   103.08 g/mol

Structure (ORCA input):
```
! wB97M-V def2-TZVPD RIJCOSX def2/J DEFGRID3
* xyz 0 1
C -1.5747 -0.9895 1.0325
C 1.1369 1.0031 -1.1282
N -0.6445 -0.4712 0.0834
N 2.2198 0.1768 -1.1397
N -0.0853 0.5910 0.2132
O 2.1758 -1.0464 -1.0365
O -0.0344 1.5076 0.9988
H -1.4580 -2.0750 0.8794
H -2.5442 -0.6783 0.8090
H -1.2748 -0.7765 1.9645
H 1.5617 1.8587 -0.7081
H 0.5218 0.8997 -1.9683
*
```

---

Version b
Formula: C2H5N3O2
Source: OMol25
Level of theory: ωB97M-V with the def2-TZVPD basis set

## Properties
HOMO-LUMO gap   10.35 eV
HOMO   -9.7 eV
LUMO   0.66 eV
Molar mass   103.08 g/mol
Structure (SMILES)   [H]/N=C\N(O)C(N)=O

Structure (ORCA input):
```
! wB97M-V def2-TZVPD RIJCOSX def2/J DEFGRID3
* xyz 0 1
H -1.3101 1.2075 -0.9215
N -1.7859 0.3113 -0.9016
C -1.2506 -0.6381 -0.3071
N -0.0494 -0.6510 0.3712
O 0.2972 -1.9413 0.7443
C 1.0459 0.2027 0.2184
N 0.6320 1.4683 0.1977
O 2.1518 -0.2024 0.0175
H -1.7888 -1.6125 -0.3770
H 1.0746 -2.1230 0.0953
H 1.2453 2.2472 0.1962
H -0.2620 1.7314 0.6666
*
```

---

Version c
Formula: C2H5N3O2
Source: OMol25
Level of theory: ωB97M-V with the def2-TZVPD basis set

## Properties
HOMO-LUMO gap   10.26 eV
HOMO   -9.4 eV
LUMO   0.85 eV
Molar mass   103.08 g/mol
Structure (SMILES)   NC(=O)OC1NN1

Structure (ORCA input):
```
! wB97M-V def2-TZVPD RIJCOSX def2/J DEFGRID3
* xyz 0 1
N -1.0112 -1.9445 0.8784
C -0.6737 -0.6364 0.7579
O -1.4622 0.2743 0.9471
O 0.6057 -0.5324 0.3346
C 1.1236 0.7042 -0.1777
N 0.2849 1.8624 -0.4362
N 0.6349 1.0204 -1.5205
H -1.9990 -2.1499 0.9171
H -0.3873 -2.6243 0.4708
H 2.1752 0.9107 -0.0052
H -0.6641 1.6643 -0.0890
H 1.3733 1.4513 -2.0774
*
```

---

Stability, lowest: version a

---

Version a
Formula: C2H5N3O2
Source: OMol25
Level of theory: ωB97M-V with the def2-TZVPD basis set

## Properties
HOMO-LUMO gap   9.35 eV
HOMO   -9.5 eV
LUMO   -0.18 eV
Molar mass   103.08 g/mol
Structure (SMILES)   [H]/N=C(\N)C(=O)NO

Structure (ORCA input):
```
! wB97M-V def2-TZVPD RIJCOSX def2/J DEFGRID3
* xyz 0 1
H -1.3466 1.2836 1.4406
N -0.6907 1.0530 0.6530
C -0.4441 -0.2433 0.4499
N -0.9548 -1.4454 0.9140
C 0.6903 -0.4728 -0.5237
O 0.9654 -1.6307 -1.0473
N 1.2120 0.6494 -0.9456
O 0.5087 2.0332 -1.1635
H -1.4226 -1.7587 1.7630
H -0.0916 -2.1901 0.6307
H 1.4487 0.6831 -2.1103
H 0.1254 2.0388 -0.0607
*
```

---

Version b
Formula: C2H5N3O2
Source: OMol25
Level of theory: ωB97M-V with the def2-TZVPD basis set

## Properties
HOMO-LUMO gap   9.93 eV
HOMO   -9.6 eV
LUMO   0.34 eV
Molar mass   103.08 g/mol
Structure (SMILES)   O=CNN/C=N\O

Structure (ORCA input):
```
! wB97M-V def2-TZVPD RIJCOSX def2/J DEFGRID3
* xyz 0 1
O -1.3187 1.0986 0.5136
C -0.8745 0.9576 -0.7087
N -0.7451 -0.4786 -1.1348
N -0.4225 -1.3507 -0.0507
C 0.1546 -0.5800 1.0776
N 1.2444 -0.0154 1.0766
O 1.8662 -0.0270 -0.1658
H -0.4594 1.8136 -1.4491
H 0.0798 -0.4191 -1.7092
H -1.4153 -1.3174 0.1742
H -0.4616 -0.6042 2.1504
H 2.3522 0.9226 0.2260
*
```

---

Stability, lowest: version b

---

Version a
Formula: C6H14O
Source: OMol25
Level of theory: ωB97M-V with the def2-TZVPD basis set

## Properties
HOMO-LUMO gap   10.55 eV
HOMO   -9.5 eV
LUMO   1.03 eV
Molar mass   102.18 g/mol
Structure (SMILES)   CC(=O)CC(C)C.[H][H]

Structure (ORCA input):
```
! wB97M-V def2-TZVPD RIJCOSX def2/J DEFGRID3
* xyz 0 1
C 2.7394 0.5097 -0.0179
C 1.4850 -0.3158 0.1834
O 1.5495 -1.5066 0.4579
C 0.2006 0.4733 0.3402
C -1.0934 -0.3417 0.3289
C -1.5396 -0.7489 -1.0790
C -2.2026 0.4454 1.0271
H 3.0390 0.7089 1.0144
H 2.5995 1.4674 -0.5329
H 3.5339 -0.0641 -0.4992
H 0.3686 0.8686 1.3534
H 0.1341 1.3519 -0.3210
H -0.8849 -1.2541 0.8988
H -2.4982 -1.2782 -1.0342
H -0.8239 -1.4152 -1.5675
H -1.6766 0.1317 -1.7213
H -3.1277 -0.1389 1.0725
H -2.4239 1.3759 0.4879
H -1.9187 0.7109 2.0518
H 1.2728 -0.4840 -1.7113
H 1.3354 -1.1302 -1.3244
*
```

---

Version b
Formula: C6H14O
Source: OMol25
Level of theory: ωB97M-V with the def2-TZVPD basis set

## Properties
HOMO-LUMO gap   10.99 eV
HOMO   -10.3 eV
LUMO   0.66 eV
Molar mass   102.18 g/mol
Structure (SMILES)   C1CCCCC1.O

Structure (ORCA input):
```
! wB97M-V def2-TZVPD RIJCOSX def2/J DEFGRID3
* xyz 0 1
C -0.5747 0.5174 0.6585
C 0.3649 0.2731 -0.4576
C 0.3290 -1.2479 -0.9227
C 0.6318 -2.1951 0.2608
C -0.2180 -1.9256 1.5481
C -0.1060 -0.4196 1.8661
H -1.5822 0.2350 0.2971
H -0.5975 1.5950 0.9109
H 1.3829 0.6691 -0.2779
H -0.1042 0.8950 -1.2440
H 1.1196 -1.3498 -1.6909
H -0.6276 -1.5661 -1.3800
H 0.4491 -3.1893 -0.1906
H 1.7060 -2.1361 0.5213
H -1.2932 -2.1783 1.4743
H 0.2199 -2.5491 2.3512
H -0.6880 -0.1993 2.7817
H 0.9513 -0.1621 2.0692
O -0.5428 5.3637 -2.7937
H -0.7906 4.8116 -3.5696
H -0.0296 4.7582 -2.2122
*
```

---

Stability, lowest: version a

---

Version a
Formula: C6H14O
Source: OMol25
Level of theory: ωB97M-V with the def2-TZVPD basis set

## Properties
HOMO-LUMO gap   11.02 eV
HOMO   -10.0 eV
LUMO   1.00 eV
Molar mass   102.18 g/mol
Structure (SMILES)   CC(C)CCCO

Structure (ORCA input):
```
! wB97M-V def2-TZVPD RIJCOSX def2/J DEFGRID3
* xyz 0 1
C 1.7658 1.8538 0.0071
C 1.1500 0.5295 0.3656
C 0.7274 0.4889 1.8037
C -0.0481 0.2120 -0.5615
C -0.8976 -1.0288 -0.1816
C -1.5582 -1.8267 -1.2742
O -2.9618 -1.4605 -1.3506
H 2.6506 2.1359 0.6514
H 1.2056 2.7688 0.0762
H 2.3792 1.8505 -0.9749
H 1.8388 -0.3208 -0.0091
H 1.1747 1.2093 2.5163
H 1.1811 -0.3715 2.3516
H -0.3428 0.5046 1.9956
H 0.2405 0.1948 -1.6101
H -0.8481 0.9851 -0.6671
H -0.1759 -1.6332 0.3739
H -1.5200 -0.7673 0.6744
H -1.1457 -1.8788 -2.2457
H -1.6946 -2.8533 -0.9652
H -3.1207 -0.5921 -0.9758
*
```

---

Version b
Formula: C6H14O
Source: OMol25
Level of theory: ωB97M-V with the def2-TZVPD basis set

## Properties
HOMO-LUMO gap (alpha / beta)   8.04 / 8.33 eV
HOMO (alpha / beta)   -7.1 / -7.3 eV
LUMO (alpha / beta)   0.95 / 1.04 eV
Molar mass   102.18 g/mol

Structure (ORCA input):
```
! wB97M-V def2-TZVPD RIJCOSX def2/J DEFGRID3
* xyz 0 1
C 1.0605 2.9416 1.3536
C -0.1331 2.0216 1.1092
C 0.2064 0.8346 0.2074
C -0.9839 -0.1062 -0.0296
C -0.6849 -1.2201 -0.9735
O -0.8970 -2.4310 -0.5783
C -0.6322 -3.5338 -1.2401
H 0.7975 3.7763 2.0128
H 1.4332 3.3609 0.4121
H 1.8877 2.3968 1.8220
H -0.5116 1.6522 2.0717
H -0.9520 2.5985 0.6594
H 0.5740 1.2050 -0.7598
H 1.0297 0.2572 0.6471
H -1.8348 0.4853 -0.4010
H -1.3016 -0.5507 0.9207
H -0.4698 -1.0787 -2.0305
H 1.4760 -1.9725 -1.0368
H -0.5310 -3.4748 -2.3192
H -0.9517 -4.4289 -0.7318
H 1.4187 -2.7332 -1.1154
*
```

---

Stability, lowest: version b